Molecular formula: C4H6N2O2
Method: DFT, ωB97M-V/def2-TZVPD

Atoms and positions in Å:
C1 -0.76 -0.20 -0.26
C2 0.65 0.07 -0.22
C3 1.62 -1.18 -0.27
C4 1.13 1.42 -0.01
H1 -1.24 1.79 -0.33
H2 -2.30 1.01 0.93
H3 -2.49 -1.55 0.50
H4 -0.52 -1.87 0.74
H5 1.40 -2.05 -0.88
H6 0.32 2.31 -0.33
N1 -1.65 1.01 -0.08
N2 -1.14 -1.34 0.00
O1 2.76 -1.35 0.16
O2 2.24 1.93 0.06

Calculated values
Spin multiplicity = 1
LUMO level = -1.11 eV
Frontier orbital gap = 0.284 Eh
Charge = 0
E_HOMO = -8.8 eV
Calculated total energy = -415.7946 a.u.